(1)
C31H47FFeN5OSSi | ωB97M-V/def2-TZVPD

Each line ends with the Mulliken spin population.
Atoms and positions in Å:
1 H 3.00 0.31 2.80  0.00
2 C 2.72 1.60 -1.89  0.02
3 H -2.30 1.39 -0.42  0.00
4 N -0.42 1.49 0.46  0.07
5 H 3.21 -0.32 0.81  0.02
6 H 4.20 3.71 0.21  0.00
7 C -4.39 -2.10 3.41  0.00
8 C -4.02 -3.46 -0.63  0.01
9 H 1.57 -2.22 -3.85  0.00
10 H 3.19 -2.36 -3.15  0.00
11 C 4.12 2.64 0.40  0.00
12 C 3.31 1.03 4.80  0.00
13 C 3.40 0.00 -0.21  0.07
14 H 1.98 3.02 0.13  0.00
15 H 4.75 1.67 -2.72  0.00
16 C -3.79 -0.90 3.77  0.00
17 C 2.79 -1.26 4.23  0.00
18 H 2.64 -2.71 0.46  0.02
19 H 3.57 1.45 6.89  0.00
20 H 3.15 -0.88 7.59  0.00
21 N 4.85 1.94 -0.66  0.00
22 C 2.83 -1.58 5.59  0.00
23 C -2.40 -0.83 3.90  0.00
24 C -0.13 -1.89 3.93  0.00
25 C 2.15 -2.12 -2.92  -0.01
26 H 5.35 0.00 -1.20  0.00
27 H 0.08 0.71 -3.07  0.00
28 H -4.27 -1.45 0.13  0.00
29 H 0.68 -5.59 -1.68  0.00
30 C -0.86 2.07 -1.84  0.00
31 C 2.61 -3.55 -0.23  -0.01
32 C -3.59 -2.20 -0.25  0.00
33 H 2.10 -1.08 -2.62  0.02
34 H 0.02 2.72 -1.86  0.00
35 C -1.62 -1.95 3.69  0.00
36 H -3.38 -5.37 -1.37  0.00
37 H -4.07 -4.15 2.88  0.00
38 C 4.17 2.16 -1.94  0.00
39 H 0.30 2.18 0.65  0.00
40 H -1.59 2.49 -2.53  0.00
41 C -1.26 -2.75 -0.83  0.02
42 C -3.07 -4.37 -1.08  0.00
43 H -1.02 -4.76 -1.55  0.00
44 C 4.85 0.51 -0.38  0.00
45 H 3.63 -3.74 -0.59  0.00
46 S 0.82 -2.19 2.44  0.01
47 H 2.00 2.39 -2.11  0.00
48 H 2.45 -3.32 3.67  0.00
49 C 2.64 2.19 0.42  0.02
50 H 3.14 -2.33 2.38  0.00
51 H -1.62 -4.03 3.12  0.00
52 H 0.19 -2.67 4.63  0.00
53 C -1.73 -4.03 -1.18  0.01
54 Si 1.39 -3.21 -1.61  0.04
55 H 5.44 0.33 0.53  0.00
56 H -1.77 3.04 -0.16  0.00
57 H 2.28 -4.43 0.33  0.00
58 H -4.39 -0.02 3.96  0.00
59 O 0.79 -0.85 1.69  0.02
60 H 2.58 0.80 -2.60  0.00
61 Fe 0.45 -0.39 -0.39  3.49
62 H 3.20 -0.83 -0.87  -0.07
63 C -1.44 2.05 -0.45  0.00
64 C 2.45 -2.32 3.22  0.00
65 H 2.33 1.86 1.42  0.00
66 C 3.35 0.70 6.15  0.00
67 C -2.23 -3.15 3.30  0.00
68 C -3.61 -3.22 3.17  0.00
69 H 2.65 -2.61 5.90  0.00
70 H -1.24 0.11 -2.33  0.00
71 N 0.06 -2.29 -0.96  0.11
72 C 1.06 -4.85 -2.40  0.00
73 C 3.04 0.06 3.85  0.00
74 F -1.81 -0.68 0.04  0.03
75 N 2.42 1.08 -0.52  0.03
76 C -2.25 -1.92 -0.34  0.01
77 H 3.51 2.05 4.49  0.00
78 H 4.17 3.23 -2.15  0.00
79 H 0.34 -4.78 -3.23  0.00
80 N -0.43 0.71 -2.19  0.08
81 C 3.11 -0.61 6.54  0.00
82 H -0.82 1.23 1.36  0.00
83 H 2.00 -5.23 -2.80  0.00
84 H -5.47 -2.16 3.32  0.00
85 H -5.07 -3.73 -0.57  0.00
86 H 4.62 2.43 1.34  0.00
87 H 0.18 -0.92 4.30  0.00
88 H -1.93 0.10 4.21  0.00

Output
charge	+1
ΔE to the lowest compared entry with this formula, charge and spin	0.116	eV
2S+1	5
highest occupied orbital energy (spin up / spin down)	-9.61 / -9.71	eV
lowest unoccupied orbital energy (spin up / spin down)	-1.9 / -1.9	eV
gap between HOMO and LUMO (spin up / spin down)	7.74 / 7.83	eV

***

(2)
C22H29N2 | ωB97M-V/def2-TZVPD

Each line ends with the natural charge from an NBO analysis.
Atoms and positions in Å:
1 H 0.46 3.41 1.48  0.21
2 H -1.32 -2.51 0.76  0.21
3 C -1.48 3.08 -3.28  -0.20
4 H 1.40 3.85 5.70  0.23
5 C -1.47 2.42 -4.51  -0.18
6 C 0.84 2.99 2.41  -0.21
7 H 0.22 -3.14 2.23  0.20
8 H 3.17 -2.99 -0.34  0.19
9 C 1.22 1.63 2.45  -0.01
10 H 2.41 1.56 5.68  0.23
11 H 2.84 -1.24 -0.48  0.20
12 N 1.39 -2.29 0.65  -0.48
13 C -2.64 -0.46 -0.65  -0.23
14 H -1.92 4.07 -3.19  0.23
15 H 2.29 0.15 3.60  0.21
16 H -2.81 0.47 -1.20  0.25
17 H -3.20 -0.43 0.31  0.22
18 H 3.42 -1.91 1.05  0.22
19 H 0.85 -0.38 -1.33  0.23
20 H -2.41 -3.73 -0.85  0.24
21 C -0.98 -2.23 -0.25  -0.04
22 H 0.90 -0.33 1.55  0.24
23 C 0.46 -2.72 -0.40  -0.23
24 H -4.05 -2.04 -1.17  0.24
25 C 0.09 0.35 -1.01  -0.02
26 H 0.77 -2.42 -1.42  0.21
27 C -0.94 2.44 -2.14  -0.22
28 H 1.90 -2.68 2.66  0.22
29 H 1.61 -4.17 1.71  0.19
30 C 1.28 -3.11 1.87  -0.42
31 C -0.26 0.56 -3.51  -0.22
32 C 1.86 1.16 3.62  -0.21
33 H -0.53 0.81 -5.62  0.23
34 H -1.48 -3.03 -2.18  0.22
35 H 0.28 -0.38 -3.60  0.22
36 C 0.90 3.78 3.57  -0.20
37 H -1.14 -0.38 0.66  0.44
38 H 0.84 2.23 -0.14  0.23
39 C -3.05 -1.70 -1.46  -0.43
40 H 0.53 4.81 3.55  0.23
41 H -0.89 3.00 -1.20  0.22
42 C 2.77 -2.11 0.19  -0.41
43 H 0.42 -3.84 -0.39  0.21
44 C 1.95 1.95 4.76  -0.21
45 C 0.86 0.74 1.35  -0.18
46 H -1.97 2.86 -5.38  0.24
47 C 0.60 1.20 0.10  -0.28
48 H -3.09 -1.49 -2.53  0.23
49 C 1.42 3.26 4.77  -0.18
50 C -0.43 1.13 -2.24  -0.01
51 C -2.00 -2.79 -1.24  -0.41
52 C -0.73 1.24 -4.64  -0.20
53 N -1.16 -0.68 -0.31  -0.41

Output
charge	+1
ΔE to the lowest compared entry with this formula, charge and spin	2.009	eV
highest occupied orbital energy	-11.20	eV
SMILES	CN(C)C[C@@H]1CCC[N@@H+]1[C@H](/C=C/c1ccccc1)c1ccccc1
lowest unoccupied orbital energy	-2.9	eV
gap between HOMO and LUMO	8.29	eV

***

(3)
C5H16NO | ωB97M-V/def2-TZVPD

Each line ends with the natural charge from an NBO analysis.
Atoms and positions in Å:
1 H 1.46 -1.74 -1.63  0.23
2 C -0.32 -1.54 -0.33  -0.44
3 H -2.22 -1.13 0.59  0.22
4 H 0.98 0.58 0.90  0.49
5 H -2.34 -1.02 -1.03  0.22
6 H -1.08 1.27 0.70  0.18
7 H 2.48 0.11 0.45  0.45
8 H 0.38 1.75 2.96  0.50
9 C 0.67 -1.05 -1.39  -0.44
10 H 0.11 -1.03 -2.40  0.25
11 C -1.64 -0.71 -0.22  -0.42
12 H -2.72 1.08 0.28  0.24
13 N 1.75 0.74 0.14  -0.74
14 H -0.72 -2.57 -0.51  0.25
15 H 1.69 1.72 0.40  0.45
16 O 0.45 0.87 2.57  -0.96
17 H 0.08 -1.80 0.68  0.21
18 H 0.57 0.41 3.41  0.51
19 H 1.94 0.44 -2.01  0.24
20 H 0.42 1.09 -1.42  0.23
21 H -1.43 1.36 -0.91  0.19
22 C 1.19 0.35 -1.20  -0.24
23 C -1.71 0.80 -0.03  -0.62

Output
charge	+1
ΔE to the lowest compared entry with this formula, charge and spin	1.625	eV
highest occupied orbital energy	-14.51	eV
lowest unoccupied orbital energy	-3.4	eV
gap between HOMO and LUMO	11.15	eV

***

(4)
C40H61Cl10F5N2O10S2 | ωB97M-V/def2-TZVPD

Each line ends with the Löwdin charge.
Atoms and positions in Å:
1 F -1.15 -3.84 -2.55  -0.23
2 H -0.77 0.00 -3.91  0.09
3 H 6.97 1.28 2.07  0.11
4 H 3.22 5.59 0.67  0.02
5 H -1.89 -1.70 3.81  0.12
6 H 5.37 -4.83 0.41  0.12
7 H -0.29 -0.15 2.57  0.14
8 H 0.97 0.71 -0.87  0.11
9 H -1.04 -3.10 0.39  0.11
10 O 6.25 3.23 1.83  0.05
11 H 7.10 1.38 4.45  0.08
12 C 6.51 -3.39 -0.69  -0.07
13 O 5.88 2.13 -0.10  0.12
14 N 0.69 -4.04 -1.13  -0.29
15 C -2.47 -0.13 2.44  -0.16
16 H 3.01 -0.39 -1.04  0.09
17 O -1.46 1.92 -4.31  -0.01
18 H -4.05 4.10 -0.98  0.02
19 H -5.95 0.29 -1.11  0.03
20 C -1.13 -2.42 1.24  -0.12
21 H -0.38 -6.58 -1.58  0.01
22 H -2.47 0.65 3.22  0.09
23 H -1.24 -1.25 -1.29  0.09
24 C -1.34 -6.60 -1.07  -1.03
25 H 0.43 1.28 -3.90  0.10
26 H -0.33 -2.70 1.93  0.06
27 Cl 1.17 6.10 1.65  0.56
28 C -2.74 1.90 -3.97  -0.61
29 C 1.31 0.31 0.09  -0.23
30 H -3.81 3.29 -8.02  0.08
31 O 3.06 -3.26 -1.52  -0.28
32 F -0.28 1.80 4.68  0.05
33 C 5.86 -1.61 1.33  -0.03
34 C -3.61 4.23 0.00  -1.00
35 H -7.34 0.24 0.00  0.03
36 C -4.71 -1.46 -4.16  -0.01
37 Cl 0.87 -3.32 6.75  0.50
38 C 1.69 -4.16 5.42  -0.99
39 H 7.91 2.83 3.91  0.08
40 S 0.43 -3.60 -2.69  0.53
41 H 2.75 -4.09 5.62  0.03
42 Cl -2.61 -6.74 -2.29  0.52
43 O -3.50 2.63 -4.78  0.04
44 N -0.80 -1.03 0.75  -0.23
45 H 3.42 1.00 -0.11  0.04
46 H -3.28 0.14 1.76  0.07
47 Cl 2.11 3.56 0.65  0.57
48 C -4.14 3.25 -6.98  -0.06
49 C 5.46 -2.94 1.41  -0.29
50 C 6.99 -2.10 -0.72  -0.09
51 H 6.28 2.93 4.56  0.08
52 H -0.94 0.96 1.31  0.07
53 H -4.84 4.06 -6.76  0.08
54 H 5.55 -0.98 2.16  0.11
55 H 0.53 -1.59 -0.59  0.09
56 S 2.20 -4.35 -1.16  0.41
57 C -6.37 -2.61 -2.79  -0.02
58 C 0.66 -1.04 0.33  -0.12
59 H -4.32 4.04 0.79  -0.02
60 H -4.50 -0.87 -5.05  0.12
61 H -3.62 -1.57 3.51  0.12
62 H -5.53 -3.82 -1.24  0.10
63 C 6.11 3.14 0.52  -0.60
64 Cl -1.33 -8.06 -0.05  0.49
65 C -3.99 -2.85 -2.33  -0.11
66 H -2.12 2.69 -6.33  0.12
67 Cl 1.25 -3.40 3.87  0.53
68 C -1.08 0.03 1.84  -0.09
69 C -5.31 -3.18 -2.09  -0.12
70 C 6.67 -1.20 0.29  -0.08
71 H 1.10 0.98 0.92  0.07
72 C -3.04 4.74 4.10  -0.10
73 H -2.72 -0.94 -0.32  0.09
74 H 7.62 -1.76 -1.53  0.10
75 C -1.81 4.83 3.48  -0.10
76 H -3.23 -3.35 -1.74  0.08
77 H -3.30 -2.57 1.27  0.07
78 O 0.77 -4.51 -3.75  -0.24
79 C -3.00 3.22 -5.97  -0.22
80 H 5.36 3.72 -1.76  0.10
81 H 1.20 -1.60 1.09  0.13
82 H -0.73 1.14 -2.53  0.06
83 C -3.70 -1.98 -3.37  -0.07
84 F 4.84 -3.37 2.53  0.05
85 H -2.64 4.24 -5.81  0.12
86 C 5.72 -3.81 0.38  -0.02
87 H 4.84 5.28 -1.14  0.08
88 H 6.61 -4.02 -1.57  0.11
89 H 0.16 4.03 3.31  0.07
90 C 2.20 5.32 0.47  -0.99
91 H 6.38 5.16 -1.93  0.10
92 H -1.53 5.73 2.94  0.07
93 C -3.43 3.57 4.74  -0.07
94 H -1.46 -5.73 -0.45  0.01
95 H 3.29 -0.45 0.73  0.07
96 F -6.99 -1.30 -4.66  0.04
97 H -7.41 -2.74 -2.54  0.12
98 O 0.50 -2.20 -3.00  -0.29
99 H -2.71 1.68 5.49  0.12
100 C -1.66 -0.73 -0.43  0.02
101 H -4.65 2.29 -6.92  0.08
102 Cl -2.36 2.94 0.02  0.54
103 C -2.47 2.56 4.92  -0.03
104 C -6.26 0.28 -0.07  -0.96
105 Cl -5.66 1.72 0.76  0.58
106 H 6.96 -0.16 0.24  0.08
107 Cl -5.58 -1.21 0.61  0.58
108 O -3.21 1.38 -2.99  0.10
109 H -2.54 -3.52 2.48  0.13
110 C -0.85 3.85 3.67  -0.02
111 C -6.02 -1.78 -3.85  -0.28
112 C 6.36 2.02 2.59  -0.22
113 H 1.38 -5.20 5.35  0.03
114 C -1.21 2.73 4.38  -0.29
115 H -4.42 3.49 5.17  0.11
116 H -2.67 -1.76 -3.63  0.10
117 Cl -2.95 5.87 0.08  0.53
118 H 5.35 1.60 2.68  0.13
119 C 5.71 4.62 -1.26  -0.05
120 H 1.85 5.53 -0.54  0.03
121 H -1.56 0.33 -0.65  0.06
122 H -3.73 5.58 4.04  0.11
123 O 6.29 4.35 -0.01  0.01
124 C -2.64 -1.52 3.04  -0.17
125 C 2.80 0.09 -0.09  -0.09
126 C 6.94 2.34 3.94  -0.06
127 O 2.55 -5.63 -1.71  -0.27
128 C -0.59 1.03 -3.61  0.00
129 C -2.44 -2.57 1.95  -0.17
130 F 2.46 -4.59 0.40  -0.20

Output
highest occupied orbital energy	-8.80	eV
lowest unoccupied orbital energy	0.1	eV
gap between HOMO and LUMO	8.91	eV

***

(5)
C33H29F12N5O9PTc | ωB97M-V/def2-TZVPD

Each line ends with the Löwdin charge.
Atoms and positions in Å:
1 N 0.09 3.84 0.40  -0.14
2 C -3.82 2.34 -0.69  -0.01
3 F 0.23 -1.37 -3.95  0.19
4 H -5.48 -5.21 1.67  0.10
5 O 1.35 -1.46 4.03  0.20
6 C -5.51 -4.95 0.61  -0.01
7 P 3.60 -1.08 -0.26  0.87
8 H -4.60 3.54 -3.42  0.10
9 O 3.57 1.54 -0.89  0.02
10 F 0.70 2.46 -2.29  0.16
11 H -4.65 2.87 -0.23  0.13
12 H -4.30 -0.75 -0.91  0.12
13 O 3.14 3.07 5.88  0.13
14 C 3.33 2.39 3.70  -0.08
15 C -0.73 -3.52 0.45  -0.26
16 C -0.83 -0.73 -3.46  -0.55
17 H 5.36 -0.34 1.17  0.09
18 H 3.06 -0.10 -2.41  0.05
19 H 3.84 -1.70 -2.49  0.10
20 H 2.09 3.92 -0.25  0.07
21 C -0.38 0.34 -2.41  -0.24
22 C -1.64 1.01 -1.81  -0.07
23 C 3.49 -2.76 0.30  -0.12
24 C -4.52 -3.87 0.31  -0.19
25 C 3.10 -1.08 -1.97  -0.12
26 F -1.52 -0.19 -4.45  0.20
27 C -3.31 2.77 -1.91  -0.23
28 O 2.48 -0.33 0.67  -0.24
29 C -2.21 2.11 -2.44  0.04
30 C 2.55 1.28 3.94  0.12
31 C -1.16 4.59 0.65  0.01
32 H -5.25 -5.87 0.07  0.10
33 H 3.81 -2.84 1.34  0.09
34 C 5.27 -0.57 0.10  -0.11
35 N -1.78 -0.71 -0.07  -0.01
36 C 2.24 0.44 2.89  -0.03
37 F -1.62 -1.63 -2.84  0.18
38 C -2.63 -1.81 -0.05  -0.15
39 C 1.28 -0.70 3.13  -0.49
40 H -4.53 4.56 -1.99  0.09
41 H 2.17 1.08 4.94  0.16
42 H 5.60 0.27 -0.50  0.08
43 H -0.98 5.35 1.41  0.10
44 H -3.72 0.85 0.86  0.14
45 H -1.94 3.92 0.99  0.09
46 O 0.31 -0.66 2.20  -0.21
47 F 0.15 1.80 -4.27  0.20
48 C 2.76 0.66 1.62  -0.17
49 C 0.11 2.55 0.50  -0.17
50 C -0.45 -4.12 1.88  -0.55
51 C 3.49 1.83 1.40  -0.07
52 H -6.52 -4.66 0.35  0.09
53 Tc 0.06 -0.65 0.35  1.74
54 N 3.65 3.32 4.81  -0.34
55 C -3.98 -1.66 -0.45  0.03
56 F -1.18 -5.67 -0.62  0.19
57 O 4.49 3.30 -0.07  0.15
58 C -2.25 0.52 -0.65  -0.24
59 H 5.89 -1.44 -0.12  0.09
60 O 4.38 4.24 4.56  0.12
61 H 1.57 5.30 0.74  0.11
62 C -4.89 -2.66 -0.27  0.01
63 H -1.48 5.08 -0.27  0.10
64 C -3.31 1.21 -0.07  -0.02
65 H 2.12 -1.57 -2.02  0.06
66 N 3.90 2.26 0.05  -0.32
67 O 0.42 -0.30 -1.47  -0.28
68 C 0.57 1.38 -3.09  -0.53
69 C -0.41 -4.59 -0.66  -0.55
70 H -5.92 -2.51 -0.57  0.13
71 H 1.03 5.15 -0.95  0.11
72 C -2.20 -3.11 0.34  -0.04
73 O 0.21 -2.53 0.20  -0.25
74 H 2.47 -3.12 0.21  0.04
75 C -3.15 -4.08 0.55  0.05
76 C 1.27 4.60 -0.04  0.01
77 F -0.55 -4.01 -1.85  0.18
78 H -2.85 -5.06 0.90  0.14
79 H 4.38 3.58 2.26  0.15
80 H -1.79 2.48 -3.36  0.13
81 F 0.86 -4.99 -0.52  0.18
82 F 0.85 -4.06 2.17  0.17
83 F -1.11 -3.40 2.79  0.18
84 H 4.14 -3.39 -0.33  0.09
85 F -0.84 -5.39 1.98  0.19
86 C 3.79 2.69 2.44  0.11
87 F 1.78 0.86 -3.24  0.14
88 N 0.12 1.40 0.60  0.12
89 H -3.18 4.53 -3.15  0.09
90 C -3.94 3.92 -2.65  -0.02

Output
charge	+2
ΔE to the lowest compared entry with this formula, charge and spin	0.000	eV
highest occupied orbital energy (spin up / spin down)	-13.88 / -13.87	eV
lowest unoccupied orbital energy (spin up / spin down)	-8.0 / -8.0	eV
gap between HOMO and LUMO (spin up / spin down)	5.84 / 5.85	eV

***

(6)
C3Ag10O9 | ωB97M-V/def2-TZVPD

Each line ends with the natural charge from an NBO analysis.
Atoms and positions in Å:
1 C -0.50 -3.54 -2.15  0.89
2 O -0.39 4.18 -2.82  -0.39
3 Ag -2.33 -1.58 3.07  0.77
4 Ag -2.00 1.66 -0.47  0.94
5 O -0.71 -2.48 -1.65  -0.82
6 Ag 0.49 -2.52 0.49  0.73
7 O -1.05 -3.78 -3.29  -0.22
8 Ag -2.77 -1.57 -0.61  0.97
9 Ag 0.73 -2.45 3.63  0.55
10 O 0.20 -0.67 2.25  -1.06
11 Ag 0.65 3.75 1.11  0.93
12 Ag 1.02 1.04 4.12  0.74
13 C 0.27 3.52 -1.97  0.88
14 O 0.44 1.16 1.10  -0.96
15 Ag 2.26 2.06 -0.45  0.87
16 O 0.13 -4.42 -1.52  -0.41
17 C -0.12 0.05 1.34  0.90
18 O -0.55 -0.47 0.32  -1.04
19 Ag 2.75 -0.36 2.23  0.42
20 O 1.14 4.13 -1.48  -0.65
21 O 0.02 2.40 -1.53  -1.00
22 Ag 0.35 -0.13 -1.69  0.95

Output
charge	+4
ΔE to the lowest compared entry with this formula, charge and spin	3.943	eV
highest occupied orbital energy	-18.53	eV
lowest unoccupied orbital energy	-16.7	eV
gap between HOMO and LUMO	1.88	eV

***

(7)
C3H7NO3P | ωB97M-V/def2-TZVPD

Each line ends with the natural charge from an NBO analysis.
Atoms and positions in Å:
1 O -3.30 1.27 -0.80  -1.12
2 C -2.18 0.47 1.68  -0.99
3 C 0.65 1.26 -0.23  0.44
4 H 0.18 -0.41 -1.32  0.42
5 N 0.88 0.12 -0.90  -0.67
6 P -2.17 0.51 -0.21  1.98
7 O -1.89 -0.88 -0.78  -1.16
8 H -2.58 -0.63 1.89  0.22
9 H 2.90 0.48 -1.20  0.20
10 H 2.46 -1.15 -1.00  0.19
11 H -2.78 1.32 2.06  0.23
12 O 1.40 2.15 0.06  -0.69
13 C 2.21 -0.21 -1.56  -0.47
14 H 2.19 -0.21 -2.70  0.19
15 H -1.21 0.48 2.04  0.23

Output
charge	-1
ΔE to the lowest compared entry with this formula, charge and spin	2.753	eV
highest occupied orbital energy (spin up / spin down)	-2.62 / -2.81	eV
lowest unoccupied orbital energy (spin up / spin down)	3.8 / 3.8	eV
gap between HOMO and LUMO (spin up / spin down)	6.39 / 6.57	eV

***

(8)
C2H3N3O | ωB97M-V/def2-TZVPD

Each line ends with the natural charge from an NBO analysis.
Atoms and positions in Å:
1 H 0.37 2.13 0.63  0.41
2 H 1.54 0.93 0.20  0.41
3 N 1.43 -2.51 -0.71  -0.05
4 C -0.41 -1.00 -0.32  -0.45
5 N 0.63 -1.73 -0.51  0.08
6 H -2.10 -0.08 0.02  0.51
7 N 0.58 1.19 0.34  -0.79
8 O -1.65 0.77 0.26  -0.65
9 C -0.41 0.30 0.09  0.54

Output
ΔE to the lowest compared entry with this formula, charge and spin	2.644	eV
highest occupied orbital energy	-8.40	eV
lowest unoccupied orbital energy	0.6	eV
gap between HOMO and LUMO	9.05	eV

***

Calculated DFT total energy, -3609.615601; -964.934727; -329.821146; -8320.274803; -3845.783860; -2259.043305; -740.377230; -317.435167 hartree (same order as the records).